A structure of composition C34H40N6O4SSiZn, computed with ωB97M-V with the def2-TZVPD basis set.

LUMO level   -0.092 hartree
Frontier orbital gap   0.12737 hartree

ORCA input file:
```
! wB97M-V def2-TZVPD RIJCOSX def2/J DEFGRID3
* xyz 0 1
C -0.85204 -1.64621 0.52490
H 5.28652 -0.11687 -4.95671
C -1.00153 -0.31690 5.13330
C -1.46693 -0.34554 3.70323
C 3.52831 1.63605 -1.87067
O 1.42316 -0.11755 -2.47186
H 1.16597 0.99562 -4.62633
H -8.32433 -0.87062 0.78581
N 1.94478 -2.08731 0.09424
C -5.72374 -1.13907 2.93086
H -3.21684 0.99228 5.05497
N -1.07456 2.74829 -0.03708
H 4.05480 4.13876 -4.09240
C 0.82655 -3.19808 2.62681
H -0.49741 1.90842 0.23570
C -3.71124 0.12098 4.63771
C 5.56911 -2.07784 -0.58301
C 0.02535 -4.46351 0.00420
H 0.43268 -0.22136 2.96568
C 3.38279 3.45914 -3.57159
C 4.25255 -1.68512 -0.48114
H 4.16509 1.44702 -5.97368
H -3.44444 5.31383 -2.31322
C -1.02938 3.99029 0.55539
N -2.88601 -0.36268 3.50912
H 2.52304 2.87220 -5.44476
C 4.92157 -4.31245 -0.04602
C 1.70893 1.08490 -2.62443
H 2.55335 4.04288 -3.15776
H -1.19697 0.63533 5.62885
C 4.20170 2.72403 -2.53080
N -3.34256 -0.67394 2.39236
C -0.60718 -0.31162 2.66835
O 0.22251 0.57223 0.67113
C -7.01810 -1.21112 2.45080
H -3.79036 -0.65072 5.40063
C 3.60528 -3.90003 0.08983
H 1.26338 -4.18847 2.77100
C 5.91848 -3.40583 -0.37209
H -5.49892 -1.49364 3.92822
H 2.84616 -4.62386 0.35612
O 3.91110 -0.34052 -0.62691
Si 0.59239 -2.85348 0.78227
C -3.69180 4.36896 -1.83052
H -0.11309 -3.17548 3.18482
H -0.95516 -1.44818 -0.54841
H 1.82564 2.71700 -1.35730
H -3.83566 3.59748 -2.58305
H -7.80331 -1.58395 3.09365
H -2.25520 5.77453 0.12542
H 6.94934 -3.71951 -0.46043
H -4.61138 4.48518 -1.25504
C 4.59273 0.38843 -4.28960
H -1.44989 -1.11052 5.73346
C -6.29072 -0.39500 0.30251
H -0.97761 -4.71332 0.36027
H 0.07355 -0.47451 5.13879
C 3.89507 1.35060 -4.92736
C -7.30629 -0.82073 1.14742
C 1.55099 1.75930 -3.95150
C -4.71029 -0.68940 2.08052
H 0.77799 2.53359 -3.85441
C -4.98392 -0.35800 0.75392
H -0.31700 4.23432 1.32081
O 5.40428 2.93099 -2.45051
C 3.22037 -2.56419 -0.09896
H 5.17841 -1.14673 -2.89013
C 4.65093 -0.20502 -2.94475
C -0.78083 -0.24013 1.18157
H -4.17083 -0.07754 0.09267
H -6.50404 -0.12284 -0.72175
N -2.60188 3.95256 -0.97562
C -2.05152 2.70422 -0.96792
H -4.69501 0.38703 4.26484
H 1.51096 -2.47141 3.06850
N 2.11539 1.74891 -1.43756
H -1.76759 -2.15433 0.83291
S -2.49248 1.38259 -1.91854
H 5.16940 -5.35485 0.10938
C 2.82985 2.37142 -4.52152
C 4.11535 0.33497 -1.83778
H -0.01288 -4.38395 -1.08312
H 0.67763 -5.29912 0.25897
Zn 1.62768 -0.23696 -0.41076
H -1.76418 0.24217 0.99480
H 6.31650 -1.33303 -0.82473
C -1.98248 4.74657 -0.02497
*
```


A structure of composition C34H41N11O2SSc, computed with ωB97M-V with the def2-TZVPD basis set.

LUMO level   -0.367 hartree
Energy above the lowest of the compared OMol25 structures with the same formula, charge and spin   240.6 kJ/mol
Frontier orbital gap   0.21270 hartree

ORCA input file:
```
! wB97M-V def2-TZVPD RIJCOSX def2/J DEFGRID3
* xyz 3 1
C -3.22730 0.93973 -0.94404
C 0.41436 -0.09676 -2.85743
C -3.12161 5.11583 -0.59586
C -3.73227 -2.40627 0.03689
H 1.44503 -1.13836 4.50321
C 0.90741 3.76150 1.32988
C 2.31922 0.82850 3.17643
C 2.44527 3.58035 1.14506
N 2.86415 2.17921 1.11916
C -2.46303 3.07363 -1.65864
H -5.19306 2.57411 0.28762
Sc 0.75560 -0.62837 0.24639
H 0.38431 1.76519 1.97702
N 0.63048 -2.90651 0.19490
H -5.65464 -1.79973 0.81172
H -0.46771 -3.28057 2.01416
C 3.34927 1.60844 2.38190
C -4.10569 -4.75516 1.45300
H 2.98040 -2.71534 -1.20956
O -4.05860 -0.03517 -0.54026
H -1.92119 -3.25679 -0.63708
N 1.84402 -0.43276 2.53342
C -4.91013 -2.58238 0.75499
H 1.46080 1.45138 3.42648
H 2.73990 4.03803 0.19904
C -2.22154 4.40577 -1.38960
H 2.69435 -0.97752 2.42470
N -0.52971 -4.73709 0.48614
C -0.13100 -3.60576 1.04616
C -5.10050 -3.78330 1.42591
H 0.96295 -2.20993 3.19823
C -4.38975 3.08563 -0.22678
C -3.47090 2.38007 -0.99110
C -1.73339 -5.50596 0.85270
H 3.43235 0.54864 -1.39489
C -4.23652 4.46447 -0.08449
H -0.31960 0.57792 -4.74499
C -2.79117 -3.42414 -0.02104
C -0.84155 4.90404 -1.73332
C -2.92588 -4.57080 0.73733
H 3.74345 2.38764 3.04426
C 0.99506 -1.16607 3.50702
H -0.50927 4.64309 -2.73751
N 0.38379 1.87933 -0.10713
H -0.38110 0.38668 -2.31032
H 4.81879 0.34111 -0.30390
N 0.34987 4.67206 0.30187
H 3.13718 -1.94609 -4.68621
H 0.52339 2.51852 -2.09163
H 0.67968 4.26960 2.26510
H -0.42020 0.41320 3.96396
H 3.48447 -1.49430 0.54436
H -0.95915 2.64120 1.29798
C 4.00994 -0.17491 -0.82270
H 1.49322 -0.63028 -6.00529
C 3.36240 -2.21340 -2.09547
H 4.19710 0.95786 2.15649
C 0.63014 -3.72192 -0.92240
N -0.05580 -4.81473 -0.77868
C 2.34953 -1.39507 -4.18939
C -3.27065 -1.14072 -0.50528
H -0.66696 5.95667 -1.52992
H 3.59517 2.09070 0.42922
S -1.08221 -0.53015 1.82894
H 2.95774 4.15100 1.92319
H -1.81146 2.52535 -2.32577
H -1.05952 -1.19752 4.12248
C -0.39944 -0.58026 3.51412
H -2.96087 6.16476 -0.37798
C 4.52199 -1.29945 -1.69250
H 3.72613 -2.99769 -2.75740
H -6.01400 -3.94494 1.98167
H -4.95963 5.01997 0.49727
H 2.76857 0.57379 4.14139
N 0.05291 4.13976 -0.76380
O 3.08133 -0.70018 0.16935
N -2.05042 -0.85835 -0.86973
H -1.62357 -5.89059 1.86509
C 0.34809 2.71731 -1.04138
H 5.27801 -1.88077 -1.15912
H -1.76939 -6.34959 0.16582
H 1.12359 -3.49220 -1.84804
C 1.43441 -0.66566 -4.92529
N -2.03849 0.48159 -1.15370
C 0.12169 2.47965 1.21201
H 5.02012 -0.87463 -2.56582
C 0.44094 0.00460 -4.23263
H -4.25207 -5.64615 2.05210
N 1.29803 -0.79654 -2.11547
C 2.27433 -1.44703 -2.80261
*
```


A cluster of 2 separate species, C34H41N2O9PS in total at a distorted geometry, computed with ωB97M-V with the def2-TZVPD basis set.

LUMO level   0.097 hartree
Frontier orbital gap   0.09707 hartree

ORCA input file:
```
! wB97M-V def2-TZVPD RIJCOSX def2/J DEFGRID3
* xyz -2 1
C -5.26357 0.88054 1.47807
H -4.27386 0.83594 0.91198
C 2.45604 4.05974 -0.06934
H 2.42042 -3.19941 -1.78610
C 1.10556 5.74624 -1.11079
C 3.15782 1.45332 0.11175
C -5.47391 0.07772 -3.23324
H 2.34689 2.50691 -1.67113
C -2.24600 4.23568 -1.81784
H 5.11794 2.48658 -0.59107
H 0.83461 6.17987 -0.08777
H 1.07179 2.30977 -0.35996
H -7.43045 2.40764 1.10658
H -5.38703 3.05262 -0.28837
O -1.31812 5.35037 -1.91433
C -2.83484 1.63987 -2.57767
H 5.78802 -7.58479 1.82800
C 8.33317 -5.07878 0.37455
N 5.99269 -1.63194 1.72615
H -6.06938 -1.82960 1.09338
C -1.94985 2.90970 -2.63025
H -5.03855 -1.81380 -0.79615
H -3.77909 5.20402 -0.35598
C 2.83251 -2.19245 2.24838
C 2.48667 0.23242 0.88471
P 0.62384 0.01357 1.14574
C 7.77302 -4.78585 1.70216
H -7.28663 -0.03061 -1.41534
C -6.55451 0.40653 0.64706
H -7.39672 -1.06989 2.11034
C -6.50023 0.67688 -0.93525
O 2.36399 5.03138 -1.14871
H -3.78966 -1.40039 -2.07535
H -5.99499 1.01558 -3.62441
H -0.47444 0.84324 -0.64972
H -6.83426 1.74258 -1.24271
C -0.01602 4.74080 -1.66585
C 3.20994 -3.58258 1.53089
C 5.63760 0.46403 0.56808
H -2.59166 0.69832 -3.17192
C 6.97363 -7.06936 0.11474
O 2.47758 -2.73733 -0.91487
H -0.18143 3.94897 -0.83944
C -5.10385 0.35284 -1.65986
H -6.09862 -0.87922 -3.29812
C -7.80113 1.31206 1.20712
H -4.49494 -0.14723 -3.81235
H 1.70620 -2.18883 2.43220
H -8.67469 1.19790 0.47779
C 2.17811 2.54028 -0.52228
H 9.06744 -4.34654 0.05196
C -0.13250 1.57852 1.96349
H -5.39445 1.95800 1.85791
H 1.61693 4.33696 0.68475
H -1.01912 2.85919 -3.31082
C 6.79286 -5.79291 2.31417
C 4.70953 1.57582 -0.03720
C 4.93848 -0.73893 1.30940
C 3.39546 -0.90202 1.49466
H -0.73307 1.21741 2.88752
O -0.19219 -0.07021 -0.39074
O 8.51571 -6.36886 -1.59389
H 1.19486 6.61031 -1.85987
C -6.96788 -1.12763 1.03349
H 3.34517 -2.21468 3.28797
H 2.76937 -4.43365 2.16654
H 3.45018 4.12926 0.50962
H -3.50859 -0.72275 -0.39698
C -3.53456 4.26054 -0.95519
O 8.12649 -3.73933 2.26075
C -4.43896 2.99113 -0.94581
H -8.05365 1.09314 2.29840
H -5.15680 0.20160 2.41158
H 4.35582 -3.74163 1.49643
H -7.82414 -1.49586 0.37184
C -4.35114 -0.97383 -1.15265
H -0.86877 2.12032 1.24967
C 8.03376 -6.11977 -0.45353
H 0.65535 2.30698 2.36190
C 6.48260 -6.82586 1.48263
S 7.53352 -1.01731 1.28201
N 7.09417 0.44996 0.45993
H 0.41826 4.27054 -2.63155
C -4.14022 1.66458 -1.70121
O 2.29099 -4.94718 -0.28532
O 6.50798 -8.03087 -0.50176
O 6.37045 -5.58305 3.48965
C 2.62100 -3.76320 0.05671
*
```


A structure of composition C34H41NO2RuSTe, computed with ωB97M-V with the def2-TZVPD basis set.

LUMO level   -0.224 hartree
Energy above the lowest of the compared OMol25 structures with the same formula, charge and spin   0.0 kJ/mol
Frontier orbital gap   0.28369 hartree

ORCA input file:
```
! wB97M-V def2-TZVPD RIJCOSX def2/J DEFGRID3
* xyz 2 1
C -3.51068 -4.11027 1.03212
C -2.89297 2.42173 -1.77888
H 2.23082 -3.39425 0.88069
H -4.19130 -4.61340 1.70721
H -4.28201 -1.37489 1.78462
H -1.04533 -2.34219 -1.36736
C -5.40413 2.67584 -1.27354
H -4.97722 -5.20544 -1.64524
Ru -0.13394 0.76012 1.14422
H -5.71707 -5.01038 -0.05531
H 0.47161 2.76619 -2.40793
C -1.74307 -2.83670 -0.70123
H -2.99716 -0.56576 2.71598
C -3.80392 4.57891 -1.34190
C -8.01115 0.79098 -6.04198
C -4.75147 0.30901 -3.30646
H -5.43736 1.68398 -0.83056
C -4.55763 1.05030 -4.48661
C 1.93672 1.38114 1.74750
H -5.96933 3.34770 -0.62962
H -5.91890 2.63007 -2.23599
C -2.95683 -3.31019 -1.16195
H -2.05226 7.06706 -2.43497
O 0.50936 -1.15988 0.55436
H 2.86239 0.89825 1.47051
C -6.86704 0.60799 -5.08858
C -3.04783 -0.04510 0.65572
H -0.35860 3.61475 0.52750
H -2.04858 -3.73992 2.56419
H -5.48986 1.75117 -6.26854
C 1.20446 0.91528 2.85652
C -1.42745 -3.00059 0.64402
H -4.44720 0.32674 2.20729
H -1.65530 6.92424 -0.73042
H -2.38806 1.03410 -4.66021
C -3.24391 1.69443 -4.85086
C -5.15418 -4.49894 -0.83320
H -0.62908 1.06688 3.99278
C -0.06077 1.46698 3.16500
H -0.53083 1.73172 -3.39740
C 0.09810 2.91476 1.21331
H -7.93984 -0.65135 -3.73780
C -4.00586 3.20265 -1.45557
H -5.77610 -3.69587 -1.23122
H -7.73288 0.46119 -7.04342
H -0.52853 4.80868 -2.11233
C -0.42692 2.15232 -2.39412
C -6.21976 -1.25505 -1.86813
C -1.49464 4.35677 -1.91143
H -3.21028 -3.20360 -2.21129
Te -3.03396 0.35405 -2.08577
H 1.87334 2.61723 -0.01256
O -3.93318 -0.11998 -0.41316
S 0.11671 -2.44420 1.30520
H -4.65255 5.20312 -1.08625
H -6.70601 -2.16009 -2.23325
C -0.59743 2.50563 2.35872
H 1.57060 0.07661 3.43206
H -3.21832 1.91153 -5.91643
N -1.86386 0.31511 0.47278
C -6.99636 -0.15639 -3.93979
H 1.11921 -3.58199 -0.51603
H -3.33362 7.15884 -1.22439
H -5.32962 -1.54545 -1.31878
C -3.85532 -3.96124 -0.30617
C 1.21776 -3.63689 0.56702
H -6.91068 -0.78667 -1.16356
C -5.62797 1.18490 -5.35422
H -0.25756 1.32296 -1.70090
H -8.28678 1.84416 -6.11268
H -1.58217 2.89991 2.56570
C -2.40070 6.66312 -1.48358
H 0.93563 -4.62330 0.93378
H -8.88812 0.22958 -5.72703
C -2.57433 5.17477 -1.57497
C -5.95279 -0.34258 -3.03446
C 1.36882 2.34165 0.90265
H -3.08357 2.63440 -4.31824
C -1.62623 2.98134 -2.01228
C -3.73076 -0.44609 1.92344
C -2.30288 -3.62459 1.51670
*
```